Here is a structure of composition C28H28BrInN4O5 in a non-equilibrium geometry from OMol25. Energies are from the ωB97M-V functional and the def2-TZVPD basis.

Geometry as ORCA input:
```
! RIJCOSX wB97M-V def2-TZVPD def2/J DEFGRID3
* xyz 0 1
In 2.040 -15.050 14.737
C 4.217 -18.951 15.301
C 3.202 -17.943 14.826
O 3.355 -16.714 15.137
C 2.207 -18.481 13.973
C 1.137 -17.838 13.288
C 0.127 -18.618 12.534
N 1.006 -16.486 13.286
N 0.020 -15.994 12.598
C 0.065 -14.622 12.561
O 0.932 -13.873 13.144
C -0.996 -13.942 11.739
C -1.906 -14.725 10.999
C -2.730 -14.109 10.085
C -2.678 -12.719 9.915
C -1.854 -11.979 10.703
C -0.934 -12.569 11.576
H 4.711 -18.585 16.202
H 4.975 -19.186 14.593
H 3.689 -19.892 15.588
H 2.210 -19.558 13.864
H 0.540 -19.607 12.421
H -0.027 -18.173 11.580
H -0.798 -18.649 13.118
H -1.834 -15.775 11.121
H -3.460 -14.682 9.489
H -3.296 -12.292 9.139
H -1.838 -10.888 10.661
H -0.189 -11.961 12.074
O 5.067 -11.853 13.736
C 5.961 -12.027 14.728
C 7.143 -11.282 14.753
C 7.988 -11.378 15.853
C 7.782 -12.295 16.872
C 6.714 -13.162 16.721
C 5.794 -13.081 15.670
C 4.674 -14.054 15.588
O 3.842 -13.868 14.479
N 3.936 -13.963 16.824
N 2.631 -14.409 16.829
C 1.929 -14.255 17.937
C 0.584 -14.571 18.069
Br -0.279 -15.370 16.477
C -0.172 -14.534 19.206
C 0.210 -14.901 20.520
C 1.568 -15.231 20.816
C 1.925 -15.598 22.083
C 0.996 -15.775 23.117
C -0.331 -15.472 22.858
C -0.741 -15.011 21.604
H 4.432 -12.631 13.913
H 7.411 -10.630 13.946
H 8.855 -10.751 15.907
H 8.435 -12.371 17.717
H 6.691 -13.970 17.441
H 4.986 -15.136 15.580
H 4.429 -13.948 17.724
H 2.440 -13.665 18.697
H -1.232 -14.218 19.117
H 2.363 -15.164 20.036
H 2.968 -15.678 22.328
H 1.290 -16.091 24.107
H -1.081 -15.629 23.624
H -1.777 -14.821 21.375
O 1.175 -12.105 15.567
H 2.059 -11.706 15.806
H 0.989 -11.859 14.656
*
```

Values from the calculation:
- Strongest force on any atom: 5.1 eV Å⁻¹
- DFT total energy: -120902.1963 eV
- Lowest unoccupied orbital energy (alpha / beta): -1.78 / -1.68 eV
- M: 695.28 g mol⁻¹
- E_HOMO (alpha / beta): -0.249 / -0.249 Eh

---

Here is the molecule CH5ClN2O in a non-equilibrium geometry from OMol25. Energies are from the ωB97M-V functional and the def2-TZVPD basis.

Geometry as ORCA input:
```
! RIJCOSX wB97M-V def2-TZVPD def2/J DEFGRID3
* xyz 0 3
C -0.753 -1.172 0.039
N 1.050 1.803 -0.049
N 0.786 0.580 0.326
O -0.251 0.081 -0.494
Cl 2.267 -0.668 -0.034
H -1.785 -1.231 -0.349
H -0.938 -1.345 1.059
H -0.012 -1.986 -0.276
H 1.604 2.281 0.652
H 1.358 2.076 -0.930
*
```

Values from the calculation:
- Strongest force on any atom: 4.8 eV Å⁻¹
- DFT total energy: -18661.4885 eV
- Lowest unoccupied orbital energy (alpha / beta): 1.04 / -2.41 eV
- M: 96.52 g mol⁻¹
- E_HOMO (alpha / beta): -0.247 / -0.369 Eh

---

Here is the molecule C5H5N in a non-equilibrium geometry from OMol25. Energies are from the ωB97M-V functional and the def2-TZVPD basis.

Geometry as ORCA input:
```
! RIJCOSX wB97M-V def2-TZVPD def2/J DEFGRID3
* xyz 0 1
C -1.034 1.780 0.671
C -0.545 1.052 -0.178
C 0.250 0.692 -1.362
N 0.525 -0.540 -1.428
C -0.037 -1.156 -0.192
C 0.678 -1.293 0.943
H -1.358 2.541 1.328
H 0.345 1.366 -2.208
H -0.758 -1.898 -0.514
H 0.296 -1.724 1.852
H 1.639 -0.821 1.088
*
```

Values from the calculation:
- Strongest force on any atom: 3.9 eV Å⁻¹
- SMILES: C#C/C=N\C=C
- DFT total energy: -6751.5153 eV
- Lowest unoccupied orbital energy: 0.65 eV
- M: 79.10 g mol⁻¹
- E_HOMO: -0.334 Eh

---

Here is a cluster of 2 separate species, CH5O2P in total in a non-equilibrium geometry from OMol25. Energies are from the ωB97M-V functional and the def2-TZVPD basis.

Geometry as ORCA input:
```
! RIJCOSX wB97M-V def2-TZVPD def2/J DEFGRID3
* xyz 0 1
C -1.146 -0.795 -0.038
O 2.629 0.016 0.130
O 0.207 -0.770 0.114
P 1.262 0.428 -0.054
H -1.472 0.312 0.225
H -1.610 -1.598 0.495
H -1.427 -0.932 -1.073
H 1.150 1.123 -1.323
H 0.407 2.215 1.521
*
```

Values from the calculation:
- Strongest force on any atom: 4.3 eV Å⁻¹
- DFT total energy: -14498.4447 eV
- Lowest unoccupied orbital energy (alpha / beta): -1.00 / -0.77 eV
- M: 80.02 g mol⁻¹
- E_HOMO (alpha / beta): -0.372 / -0.333 Eh

---

Here is the molecule C3H6N4O in a non-equilibrium geometry from OMol25. Energies are from the ωB97M-V functional and the def2-TZVPD basis.

Geometry as ORCA input:
```
! RIJCOSX wB97M-V def2-TZVPD def2/J DEFGRID3
* xyz 0 1
N 0.841 0.446 2.148
C 0.372 -0.253 1.014
N 0.527 -1.679 0.874
C 0.014 -1.898 -0.347
N -0.374 -0.755 -0.993
O -0.989 -0.438 -2.236
C -0.195 0.320 -0.084
N -0.697 1.614 -0.480
H 1.513 -0.103 2.694
H 1.241 1.313 1.840
H 0.123 -2.874 -0.773
H -1.661 0.273 -2.025
H -0.665 1.695 -1.572
H -0.050 2.337 -0.057
*
```

Values from the calculation:
- Strongest force on any atom: 3.9 eV Å⁻¹
- SMILES: Nc1ncn(O)c1N
- DFT total energy: -11213.4606 eV
- Lowest unoccupied orbital energy: 0.44 eV
- M: 114.11 g mol⁻¹
- E_HOMO: -0.277 Eh

---

Here is the molecule C5H7NS2 in a non-equilibrium geometry from OMol25. Energies are from the ωB97M-V functional and the def2-TZVPD basis.

Geometry as ORCA input:
```
! RIJCOSX wB97M-V def2-TZVPD def2/J DEFGRID3
* xyz 0 1
S 0.308 -0.229 3.128
C 0.684 -0.055 1.490
C -0.252 0.298 0.426
C 0.208 0.005 -0.875
C -0.244 0.446 -2.161
S -2.021 0.518 -2.286
C 1.613 -0.683 -0.652
N 1.799 -0.368 0.778
H -1.125 0.950 0.504
H 0.000 1.508 -2.504
H 0.284 -0.226 -3.077
H -2.311 -0.977 -2.412
H 2.350 -0.241 -1.498
H 1.256 -1.929 -0.679
H 2.317 -1.192 1.366
*
```

Values from the calculation:
- Strongest force on any atom: 6.0 eV Å⁻¹
- SMILES: S=C1C=C(CS)CN1
- DFT total energy: -28455.9801 eV
- Lowest unoccupied orbital energy: -0.33 eV
- M: 145.25 g mol⁻¹
- E_HOMO: -0.309 Eh

---

Here is a structure of composition C20H23AsCrIN5S4 from OMol25. Energies are from the ωB97M-V functional and the def2-TZVPD basis.

Geometry as ORCA input:
```
! RIJCOSX wB97M-V def2-TZVPD def2/J DEFGRID3
* xyz -1 4
Cr 0.380 0.569 0.103
S 2.797 -2.062 2.271
As 2.212 -0.039 2.547
S 2.543 1.164 0.705
S -0.054 0.156 2.322
S 2.833 0.937 4.283
C -1.025 6.088 1.597
C -0.715 4.914 2.319
C -0.390 3.763 1.656
C -0.363 3.721 0.235
C -0.038 2.512 -0.453
C -0.007 2.559 -1.828
C -0.264 3.744 -2.559
C -0.596 4.891 -1.900
C -0.658 4.909 -0.484
C -0.994 6.086 0.232
H -1.278 6.996 2.132
H -0.716 4.929 3.401
H -0.124 2.863 2.198
H 0.216 1.660 -2.409
H -0.212 3.731 -3.642
H -0.809 5.805 -2.446
H -1.216 6.989 -0.326
I -5.234 -1.861 -1.407
C -3.703 -0.600 -0.860
C -3.818 0.675 -0.349
N -2.570 1.104 -0.127
N -1.656 0.185 -0.455
C -2.326 -0.865 -0.902
H -4.680 1.281 -0.134
H -2.239 2.004 0.197
H -1.797 -1.750 -1.209
C -0.019 -5.062 1.116
C -0.383 -3.766 1.804
N -0.341 -2.675 0.835
C 0.670 -2.563 -0.069
N 0.873 -1.395 -0.632
C 1.973 -1.272 -1.588
C 2.228 -2.552 -2.353
C 2.454 -3.642 -1.331
N 1.305 -3.718 -0.449
C 1.326 -4.869 0.445
H -0.774 -5.323 0.370
H 0.046 -5.875 1.841
H 0.324 -3.560 2.614
H -1.392 -3.796 2.216
H -0.496 -1.776 1.301
H 2.877 -0.973 -1.049
H 1.737 -0.454 -2.277
H 3.105 -2.444 -2.994
H 1.372 -2.808 -2.985
H 3.363 -3.439 -0.751
H 2.563 -4.620 -1.807
H 2.109 -4.733 1.200
H 1.582 -5.741 -0.162
*
```

Values from the calculation:
- Strongest force on any atom: 0.3 eV Å⁻¹
- DFT total energy: -169270.8255 eV
- Lowest unoccupied orbital energy (alpha / beta): 1.78 / 1.78 eV
- M: 715.53 g mol⁻¹
- E_HOMO (alpha / beta): -0.150 / -0.153 Eh

---

Here is a structure of composition C13H30NO3SSi3V in a non-equilibrium geometry from OMol25. Energies are from the ωB97M-V functional and the def2-TZVPD basis.

Geometry as ORCA input:
```
! RIJCOSX wB97M-V def2-TZVPD def2/J DEFGRID3
* xyz 2 1
V -1.385 0.263 0.631
C -2.846 -2.353 0.051
O -1.634 -1.584 0.238
Si -0.182 -1.685 -0.731
C -0.606 -1.726 -2.545
C 0.679 -3.251 -0.188
C 0.399 0.001 0.100
Si 0.991 1.345 -1.295
C 2.248 0.512 -2.415
C -0.391 1.967 -2.423
C 1.635 2.822 -0.335
Si 1.788 -0.295 1.561
C 3.346 -0.948 0.745
C 1.078 -1.635 2.705
C 2.031 1.278 2.552
H -2.599 -3.414 0.051
H -3.318 -2.093 -0.896
H -3.533 -2.151 0.869
H -1.232 -2.596 -2.763
H 0.298 -1.834 -3.148
H -1.138 -0.841 -2.890
H 0.046 -4.106 -0.440
H 0.895 -3.290 0.877
H 1.614 -3.371 -0.739
H 1.766 -0.028 -3.230
H 2.939 -0.168 -1.921
H 2.844 1.308 -2.869
H -1.100 1.211 -2.754
H 0.080 2.380 -3.318
H -0.945 2.782 -1.953
H 2.661 2.688 0.005
H 1.007 3.074 0.519
H 1.631 3.680 -1.012
H 3.260 -2.000 0.472
H 4.164 -0.870 1.466
H 3.657 -0.391 -0.137
H 0.160 -2.083 2.328
H 0.864 -1.225 3.694
H 1.812 -2.430 2.845
H 2.757 1.960 2.113
H 2.418 0.998 3.535
H 1.100 1.824 2.710
C -3.937 2.632 -0.491
C -2.784 1.721 -0.311
O -2.693 0.582 -0.852
O -1.800 2.022 0.473
H -4.860 2.060 -0.565
H -3.817 3.172 -1.434
H -3.981 3.353 0.320
S -2.278 0.245 4.949
C -1.774 0.252 3.497
N -1.337 0.235 2.350
*
```

Values from the calculation:
- Strongest force on any atom: 3.8 eV Å⁻¹
- DFT total energy: -81744.1757 eV
- Lowest unoccupied orbital energy: -8.86 eV
- M: 415.66 g mol⁻¹
- E_HOMO: -0.604 Eh